{"formula": "C25H24GeO3PPmSSe2", "method": "ωB97M-V/def2-TZVPD", "spin_multiplicity": 5, "total_charge": 2, "molar_mass_g_mol": 811.04, "largest_force_ev_per_a": 3.15, "s_squared": 6.006, "total_energy_ev": -256332.1091, "symbols": ["Pm", "Se", "P", "Se", "C", "C", "C", "C", "C", "C", "C", "C", "C", "C", "C", "C", "H", "H", "H", "H", "H", "H", "H", "H", "H", "H", "C", "S", "O", "O", "O", "H", "H", "H", "Ge", "C", "C", "C", "C", "C", "C", "C", "C", "C", "C", "C", "C", "H", "H", "H", "H", "H", "H", "H", "H", "H", "H", "H"], "coordinates": [[-1.0249, 0.1441, -2.4541], [1.3272, -1.2655, -1.9719], [1.7588, -0.3380, -0.0945], [-0.0405, 1.0942, 0.2636], [3.2368, 0.7946, 0.0524], [4.3989, 0.4213, -0.5432], [5.5573, 1.1766, -0.3714], [5.5315, 2.2730, 0.4609], [4.3178, 2.6928, 1.0386], [3.1710, 1.8930, 0.9235], [1.8466, -1.7017, 1.1388], [1.9995, -1.3986, 2.4930], [2.2728, -2.4885, 3.2924], [2.3158, -3.7688, 2.8162], [2.2131, -4.0487, 1.4577], [1.9910, -2.9871, 0.6625], [4.4129, -0.4120, -1.1965], [6.4828, 1.0140, -0.9503], [6.3489, 2.9060, 0.6902], [4.3570, 3.5424, 1.7567], [2.2317, 2.1636, 1.4549], [1.9572, -0.3786, 2.8510], [2.3783, -2.3095, 4.3888], [2.4934, -4.5861, 3.5003], [2.2635, -5.0528, 1.0540], [1.9276, -3.1409, -0.4347], [0.4386, 1.2167, -6.1845], [-1.1130, 0.9241, -5.3225], [-0.9908, 1.7107, -4.0649], [-0.8891, -0.4543, -4.7296], [-2.3408, 1.0546, -6.0515], [1.2013, 0.7921, -5.5764], [0.5675, 2.3045, -6.3409], [0.4599, 0.5844, -7.0410], [-1.6915, -0.4741, 1.2412], [-2.4652, 0.5887, 2.6331], [-3.1099, 0.0634, 3.7633], [-3.6827, 0.8560, 4.7313], [-3.5769, 2.2087, 4.6550], [-2.8872, 2.7715, 3.5952], [-2.3930, 1.9742, 2.5789], [-2.6927, -0.7275, -0.4282], [-2.5081, -1.8520, -1.2369], [-2.8075, -1.8323, -2.5955], [-3.6471, -0.8137, -3.1103], [-4.0469, 0.1720, -2.3005], [-3.4647, 0.2447, -1.0087], [-1.0125, -1.7450, 1.5807], [-3.2828, -1.0166, 3.8543], [-4.1402, 0.3468, 5.5365], [-3.9558, 2.8327, 5.4793], [-2.7940, 3.8668, 3.5580], [-1.8517, 2.4302, 1.6549], [-1.9679, -2.7338, -0.8870], [-2.5975, -2.7775, -3.1108], [-4.0023, -0.8162, -4.1532], [-4.7513, 0.9330, -2.6257], [-3.7304, 1.1285, -0.3728]], "forces_ev_per_a": [[0.4, 0.7, -0.9], [0.7, -0.2, -0.9], [0.1, 0.3, 1.0], [0.6, -0.5, 0.5], [-2.1, -0.3, 1.2], [1.2, 0.3, -0.7], [0.8, 0.2, -0.5], [-1.9, 0.6, 0.3], [0.0, -0.7, 1.3], [-0.2, 0.9, -0.1], [0.2, 1.8, -0.2], [0.2, -0.4, -1.0], [-0.4, 1.2, 2.5], [0.5, -1.4, -0.2], [0.0, -0.7, 1.4], [-0.5, 0.5, -3.1], [0.1, -0.8, -0.6], [-0.7, -0.5, 0.5], [1.0, 0.2, -0.2], [-0.3, -0.6, -0.8], [0.9, -0.2, -0.5], [0.0, -0.1, 0.2], [0.0, -0.3, -1.0], [0.0, 0.0, 0.1], [0.1, 0.1, 0.1], [0.0, 0.0, 0.9], [-1.2, 0.9, 0.2], [0.6, -1.8, -0.4], [-0.5, 2.1, 0.9], [-0.4, -0.5, -0.2], [1.3, 0.3, 0.4], [0.5, 0.0, 1.0], [-0.1, -0.7, -0.2], [-0.4, 0.0, -1.1], [-0.3, 0.9, 0.0], [-0.6, 0.2, 0.8], [-0.2, -1.5, -0.9], [0.4, -0.9, -0.4], [0.2, 1.3, 0.8], [-0.3, 1.1, -0.3], [1.4, 0.9, -2.1], [-0.1, -0.7, -0.1], [1.2, -0.9, -0.4], [-1.4, -1.4, 0.4], [0.4, -1.9, -2.2], [0.0, 1.7, 1.9], [-1.7, 2.4, 0.9], [0.4, -0.7, 0.2], [0.3, 0.3, 0.0], [-0.6, -0.2, 0.8], [0.1, -0.2, -0.6], [0.1, -0.6, -0.1], [-1.1, -0.4, 1.9], [-0.1, 0.3, 0.1], [0.0, 0.8, -0.4], [0.4, -0.3, 0.5], [0.2, 0.0, 0.0], [0.3, -0.6, -0.7]]}